No. 1
{"formula": "C24H29N3O5S", "method": "ωB97M-V with the def2-TZVPD basis set", "symbols": ["C", "H", "O", "C", "C", "C", "C", "C", "C", "O", "C", "H", "H", "H", "H", "C", "C", "C", "N", "C", "C", "N", "H", "C", "H", "H", "C", "C", "N", "C", "H", "H", "H", "C", "H", "H", "H", "H", "H", "H", "H", "O", "S", "O", "O", "C", "C", "C", "C", "C", "C", "H", "H", "H", "H", "H", "H", "H", "H", "H", "H", "H"], "xyz": [[8.545, 2.499, -0.632], [8.286, 2.564, -1.694], [8.077, 1.305, -0.057], [6.739, 1.071, -0.047], [5.771, 1.918, -0.564], [4.429, 1.586, -0.505], [4.012, 0.392, 0.075], [4.994, -0.465, 0.600], [6.335, -0.148, 0.548], [7.345, -0.923, 1.032], [7.015, -2.145, 1.642], [6.514, -2.823, 0.942], [6.380, -1.999, 2.522], [7.962, -2.583, 1.951], [4.671, -1.390, 1.051], [2.630, -0.013, 0.166], [1.557, 0.666, -0.283], [0.230, 0.166, -0.144], [-0.161, -0.948, 0.402], [-1.517, -0.967, 0.286], [-1.921, 0.181, -0.370], [-3.157, 0.587, -0.678], [-3.866, -0.126, -0.536], [-3.465, 1.763, -1.455], [-2.656, 2.484, -1.309], [-3.516, 1.515, -2.525], [-4.795, 2.352, -0.999], [-4.712, 2.854, 0.455], [-5.958, 3.248, 1.075], [-6.612, 4.363, 0.429], [-7.069, 4.104, -0.538], [-7.399, 4.733, 1.086], [-5.890, 5.162, 0.272], [-6.871, 2.153, 1.316], [-7.647, 2.494, 2.001], [-7.364, 1.782, 0.404], [-6.334, 1.330, 1.782], [-4.278, 2.063, 1.073], [-4.040, 3.718, 0.495], [-5.067, 3.173, -1.664], [-5.562, 1.580, -1.074], [-0.824, 0.910, -0.644], [-2.597, -2.263, 0.793], [-3.862, -1.970, 0.143], [-2.615, -2.398, 2.223], [-1.883, -3.736, 0.069], [-2.580, -4.447, -0.886], [-1.995, -5.572, -1.446], [-0.725, -5.959, -1.047], [-0.035, -5.229, -0.091], [-0.616, -4.107, 0.475], [-0.110, -3.513, 1.218], [0.955, -5.537, 0.212], [-0.270, -6.835, -1.486], [-2.528, -6.143, -2.191], [-3.565, -4.112, -1.170], [1.634, 1.623, -0.774], [2.439, -0.963, 0.645], [3.706, 2.272, -0.917], [6.056, 2.853, -1.020], [8.155, 3.379, -0.109], [9.628, 2.470, -0.527]], "atomic_forces_ev_per_a": [[0.06, 0.23, -0.11], [0.00, 0.00, 0.05], [-0.29, -0.32, 0.15], [0.05, -0.18, 0.10], [0.31, 0.02, 0.01], [-0.23, -0.34, 0.16], [0.74, 0.38, -0.13], [-0.04, 0.04, -0.02], [0.31, 0.14, -0.05], [-0.07, 0.39, -0.21], [-0.07, -0.21, 0.10], [0.01, 0.03, 0.03], [0.01, -0.01, -0.04], [-0.10, -0.01, 0.00], [0.02, -0.12, 0.06], [-1.02, 0.24, -0.21], [0.88, 0.10, 0.02], [-0.70, -1.46, 0.69], [0.99, 0.62, -0.11], [-0.90, -0.03, -0.35], [-0.38, -0.91, 0.42], [0.08, 0.24, -0.12], [0.13, 0.08, -0.02], [-0.15, 0.17, -0.27], [-0.07, 0.00, -0.07], [0.09, 0.12, 0.11], [0.25, 0.12, 0.33], [-0.02, -0.10, -0.17], [-0.04, 0.05, 0.06], [0.03, -0.09, 0.11], [-0.01, 0.02, -0.04], [-0.06, 0.08, -0.05], [0.00, 0.10, -0.04], [0.04, 0.12, 0.02], [-0.08, -0.08, 0.01], [-0.02, -0.04, -0.02], [-0.02, -0.09, 0.04], [0.06, 0.08, -0.02], [0.09, -0.06, -0.01], [-0.07, -0.05, -0.07], [-0.11, -0.01, -0.10], [-0.23, 0.09, -0.01], [0.19, 0.45, -0.02], [0.11, -0.22, -0.18], [0.37, -0.17, -0.12], [-0.23, 0.56, 0.20], [-0.20, 0.07, -0.08], [-0.01, 0.00, 0.03], [0.00, -0.03, -0.04], [-0.01, 0.05, 0.05], [0.15, -0.09, 0.13], [0.16, -0.02, 0.09], [0.08, -0.01, 0.04], [0.04, -0.06, -0.03], [-0.05, -0.03, -0.05], [-0.10, 0.00, -0.09], [0.13, 0.12, -0.06], [-0.04, -0.13, 0.06], [-0.08, 0.09, -0.06], [0.08, 0.07, -0.03], [0.00, -0.04, -0.03], [-0.08, 0.05, -0.03]], "gap_ha": 0.2678, "e_lumo_ev": 0.10, "homo_ev": -7.184}

***

No. 2
{"formula": "C24H29N4O4PReS2", "method": "ωB97M-V with the def2-TZVPD basis set", "symbols": ["Re", "O", "S", "C", "C", "C", "C", "C", "C", "C", "C", "C", "C", "C", "C", "H", "H", "H", "H", "H", "H", "H", "H", "H", "H", "N", "C", "C", "C", "C", "C", "N", "H", "H", "H", "H", "H", "H", "S", "C", "N", "C", "C", "C", "N", "H", "H", "H", "H", "C", "O", "P", "O", "C", "O", "C", "H", "H", "H", "H", "H", "H", "H", "H", "H"], "xyz": [[0.414, -0.314, 0.414], [-0.176, -0.235, -1.447], [-0.270, 0.966, -2.516], [-0.436, 2.348, -1.353], [-0.383, 3.756, -1.865], [0.221, 4.530, -0.967], [-0.376, 3.883, 1.440], [-0.794, 2.460, 1.930], [-1.581, 1.944, -0.331], [1.318, 1.133, -3.274], [1.409, 2.127, -4.247], [2.599, 2.249, -4.947], [3.648, 1.370, -4.703], [3.525, 0.365, -3.747], [2.349, 0.227, -3.027], [-0.845, 4.083, -2.786], [0.347, 5.601, -1.059], [-0.034, 4.520, 2.251], [-0.374, 2.059, 2.847], [-2.180, 1.081, -0.619], [0.579, 2.786, -4.474], [2.699, 3.022, -5.697], [4.557, 1.448, -5.284], [4.341, -0.325, -3.580], [2.230, -0.594, -2.330], [1.703, 1.456, -0.145], [0.525, 2.318, -0.156], [0.645, 3.782, 0.277], [-1.843, 4.132, 1.104], [-2.266, 2.867, 1.837], [-2.441, 2.976, 0.346], [-0.500, 1.609, 0.701], [2.316, 1.729, 0.626], [2.267, 1.495, -0.997], [1.649, 4.044, 0.614], [-2.332, 5.095, 1.117], [-3.041, 2.708, 2.569], [-3.437, 3.121, -0.049], [2.131, -1.319, 1.460], [2.049, -3.123, 1.545], [1.619, -3.722, 2.674], [1.779, -5.050, 2.844], [2.374, -5.782, 1.841], [2.758, -5.101, 0.694], [2.594, -3.769, 0.565], [1.179, -3.164, 3.402], [1.429, -5.475, 3.776], [2.533, -6.846, 1.953], [3.220, -5.609, -0.145], [-4.024, -1.514, 1.032], [-2.642, -0.979, 1.020], [-1.318, -1.777, 1.214], [-1.453, -3.217, 0.613], [-1.739, -3.490, -0.798], [-1.031, -2.057, 2.736], [-2.088, -2.493, 3.675], [-4.010, -2.591, 1.180], [-4.469, -1.261, 0.076], [-4.549, -1.018, 1.842], [-1.191, -4.389, -1.057], [-1.422, -2.656, -1.423], [-2.806, -3.664, -0.907], [-2.834, -1.707, 3.756], [-1.598, -2.629, 4.633], [-2.524, -3.426, 3.327]], "atomic_forces_ev_per_a": [[-0.50, 1.03, -0.80], [0.03, -0.54, 0.36], [0.14, 0.17, -0.16], [-0.11, -0.02, 0.23], [0.05, -0.04, -0.08], [0.04, -0.02, 0.03], [0.01, -0.03, -0.10], [-0.06, 0.22, 0.05], [-0.13, -0.08, -0.18], [0.04, -0.11, -0.01], [-0.04, 0.04, 0.02], [0.00, 0.01, -0.01], [0.00, -0.02, -0.01], [-0.02, 0.00, 0.00], [0.01, 0.01, 0.02], [-0.03, 0.03, 0.02], [-0.01, 0.00, -0.02], [-0.01, -0.01, 0.02], [-0.01, -0.07, -0.03], [-0.01, 0.00, 0.02], [-0.01, 0.00, -0.01], [-0.01, -0.02, -0.02], [0.02, 0.04, 0.04], [-0.01, -0.02, -0.02], [0.01, 0.00, -0.01], [0.21, -0.14, 0.10], [0.19, 0.15, 0.06], [-0.17, 0.08, 0.07], [0.01, 0.03, 0.03], [0.03, 0.02, 0.01], [0.13, 0.02, 0.04], [0.58, -0.66, 0.50], [0.05, 0.07, -0.08], [-0.13, 0.00, -0.08], [0.02, -0.06, 0.00], [-0.02, -0.01, -0.02], [-0.03, -0.03, -0.03], [-0.02, -0.01, 0.02], [0.02, 0.17, 0.24], [-0.06, 0.09, -0.10], [0.03, 0.09, 0.01], [-0.01, -0.04, 0.02], [0.02, -0.01, -0.01], [-0.01, 0.05, 0.00], [-0.03, -0.11, -0.04], [0.01, -0.04, 0.01], [0.00, 0.02, 0.01], [0.00, 0.00, 0.00], [0.00, -0.01, 0.00], [0.00, 0.01, 0.01], [-0.13, 0.09, -0.13], [-0.03, -0.35, 0.03], [0.05, -0.09, -0.03], [-0.08, 0.00, 0.03], [-0.06, 0.10, 0.00], [0.02, -0.02, -0.03], [0.00, 0.00, 0.00], [0.00, -0.01, 0.00], [0.01, 0.00, 0.01], [0.00, 0.00, 0.01], [0.01, 0.00, 0.00], [0.00, 0.01, 0.00], [0.00, 0.00, -0.01], [0.00, 0.00, -0.01], [0.01, -0.01, 0.00]], "multiplicity": 2, "gap_ha": [0.2071, 0.2089], "charge": 4, "e_lumo_ev": [-14.45, -14.40], "homo_ev": [-20.083, -20.085]}

***

Computed values of E_tot (unit: Ha) for the preceding records, in sequence: -1870.51668 -2666.38063.
Computed values of relative energy (zero: lowest compared OMol25 entry of this formula, charge and spin) (unit: kcal/mol) for the preceding records, in sequence: 101.8 40.3.